A structure of composition C4H6O2Pm in a non-equilibrium geometry, computed with ωB97M-V with the def2-TZVPD basis set.

```
13
Properties=species:S:1:pos:R:3:forces:R:3:mulliken_charge:R:1
H -3.2143 -1.2354 -1.2027 -1.161 0.894 0.031 0.258
O -3.4445 0.8615 -1.5088 -0.005 -1.564 1.977 -0.249
C -3.0183 -0.0981 -0.8974 0.219 -0.357 -3.597 0.329
C -1.6691 -0.4451 -0.6042 1.678 1.131 3.720 -0.114
C -1.2088 -1.4684 0.3710 -0.241 0.386 -1.001 -0.397
C -2.1387 -1.6879 1.5774 -1.408 -0.083 0.532 -0.539
O -1.4618 -2.1738 2.6750 2.029 0.685 1.348 -0.785
Pm 0.0549 -1.8740 4.5038 -1.610 -0.516 -1.583 1.751
H -0.9226 0.2583 -0.9918 -0.003 -0.647 -1.036 0.423
H -0.1935 -1.2260 0.7204 -0.119 0.041 -0.513 0.347
H -1.1369 -2.4328 -0.1623 0.302 0.016 -0.016 0.372
H -2.9341 -2.3955 1.2728 0.204 0.259 0.164 0.297
H -2.6409 -0.7282 1.8100 0.116 -0.244 -0.026 0.307
```
Positions in Å, forces in eV/Å.

Computed properties:
Calculated total energy in a.u.: -914.02705
Lowest unoccupied orbital energy (spin up / spin down) in eV: -10.6852 / -10.6828
HOMO-LUMO gap (spin up / spin down) in Ha: 0.201 / 0.228
Total charge: +2
2S+1: 6



An isolated molecule of CH2F2IP in a non-equilibrium geometry, computed with ωB97M-V with the def2-TZVPD basis set.

```
7
Properties=species:S:1:pos:R:3:forces:R:3:mulliken_charge:R:1
C -0.8458 0.0161 0.6213 -2.251 -0.400 1.442 0.251
F -1.6324 -0.9645 0.0898 0.111 0.339 -0.334 -0.199
F -0.6163 -0.3472 1.8782 0.070 0.116 1.333 -0.195
P 0.4472 0.4299 -0.2959 1.104 1.406 -1.586 -0.088
I 1.8826 -1.5017 -0.8042 1.067 -0.348 -0.379 -0.087
H 0.9933 1.7471 -0.0127 -0.232 -1.278 0.145 0.189
H -0.2288 0.6203 -1.4765 0.132 0.165 -0.621 0.130
```
Positions in Å, forces in eV/Å.

Computed properties:
Calculated total energy in a.u.: -877.97238
Lowest unoccupied orbital energy (spin up / spin down) in eV: -0.6117 / -0.6118
SMILES string: FC(F)=[PH2]I
HOMO-LUMO gap (spin up / spin down) in Ha: 0.270 / 0.270
2S+1: 1



A cluster of 2 separate species, C8H12N4 in total in a non-equilibrium geometry, computed with ωB97M-V with the def2-TZVPD basis set.

```
24
Properties=species:S:1:pos:R:3:forces:R:3:mulliken_charge:R:1
C -0.9321 1.1384 -3.0588 -0.760 -0.054 0.527 -1.075
C -0.5016 1.5072 -0.5007 -0.618 -0.218 0.008 -0.450
C -0.1107 1.4174 -1.8732 0.427 -0.445 -0.556 0.777
C 1.6548 1.5480 -0.7178 0.330 0.174 -0.005 -0.183
N 0.6215 1.5995 0.2207 0.123 0.878 -0.519 0.042
N 1.2343 1.4857 -1.9492 0.016 -0.420 -0.037 -0.408
H -1.5096 1.4477 -0.1160 0.149 0.291 0.265 0.404
H 0.7086 2.2468 0.9974 -0.093 -0.755 0.610 0.337
H -0.6042 0.1890 -3.4807 0.137 0.013 -0.197 0.309
H -0.8637 1.9197 -3.8110 0.306 0.061 -0.104 0.342
H 2.6962 1.5120 -0.4349 -0.015 0.260 0.147 0.461
H -1.9810 1.0389 -2.7825 -0.014 -0.008 -0.024 0.338
C -1.8549 -1.9553 1.0903 0.755 0.387 -0.084 -1.146
C -0.4157 -1.6059 1.3394 -0.027 0.043 0.106 0.852
C 0.1872 -1.0277 2.4392 -0.657 0.190 -0.295 -0.731
C 1.6571 -1.3819 0.8479 -0.137 1.115 -0.023 -0.471
N 0.5201 -1.8016 0.3573 0.199 -0.054 -0.194 -0.450
N 1.4893 -0.8446 2.0922 0.467 -0.291 -0.041 0.038
H -2.4390 -1.0383 1.0699 -0.326 -0.033 0.125 0.260
H -2.2478 -2.6332 1.8380 -0.159 -0.093 0.028 0.343
H -0.2543 -0.6663 3.3497 0.163 -0.116 0.217 0.427
H 2.5806 -1.1976 0.3242 0.148 -0.618 -0.125 0.455
H 2.2491 -0.5031 2.6588 -0.176 -0.063 0.194 0.198
H -1.8843 -2.3948 0.0997 -0.240 -0.244 -0.022 0.331
```
Positions in Å, forces in eV/Å.

Computed properties:
Calculated total energy in a.u.: -530.76353
Lowest unoccupied orbital energy (spin up / spin down) in eV: -3.7515 / -7.6551
HOMO-LUMO gap (spin up / spin down) in Ha: 0.308 / 0.156
Total charge: +1
2S+1: 2



A structure of composition C54H47N7O4RuS4 in a non-equilibrium geometry, computed with ωB97M-V with the def2-TZVPD basis set.

```
117
Properties=species:S:1:pos:R:3:forces:R:3:mulliken_charge:R:1
Ru 0.5487 -2.1425 -0.4371 -0.722 -1.260 0.021 0.623
C -0.6826 1.0789 6.6086 0.015 -0.044 -0.068 -1.796
C -0.0520 0.1848 5.5704 -0.062 0.042 0.073 0.922
C 1.1176 -0.5169 5.8582 0.035 -0.025 0.031 -0.886
C 1.6910 -1.3591 4.9223 0.003 0.017 -0.028 -1.239
C 1.1053 -1.4892 3.6663 0.052 0.185 0.002 -0.022
C -0.0438 -0.7845 3.3470 0.078 -0.018 0.151 0.817
C -0.6200 0.0358 4.3094 -0.076 -0.041 -0.031 -0.677
S 1.8544 -2.6378 2.5464 -0.035 -0.290 -0.025 0.812
O 2.9487 -1.9688 1.8657 -0.253 0.335 0.601 -0.791
O 2.1951 -3.7762 3.3468 0.102 -0.062 -0.038 -0.721
N 0.7526 -2.9876 1.4285 -0.636 0.104 0.264 0.713
C -0.3979 -3.7831 1.8233 0.572 0.173 0.131 0.049
C -0.7394 -4.2201 3.1088 0.133 0.120 0.025 -0.803
C -1.8774 -4.9969 3.2816 -0.006 0.002 -0.003 -1.104
C -2.6550 -5.3777 2.1984 -0.060 -0.058 0.047 -0.826
C -2.3157 -4.9720 0.9021 -0.184 -0.103 -0.251 1.106
C -2.9971 -5.3923 -0.2848 0.105 0.112 -0.010 -1.239
C -2.5074 -4.9665 -1.5435 -0.260 -0.252 0.227 -0.905
C -1.4623 -4.1072 -1.6304 0.410 0.289 0.381 -0.842
N -0.8101 -3.6312 -0.4934 -0.058 0.217 0.041 0.845
C -1.2002 -4.1249 0.7534 0.061 0.074 -0.734 0.163
H -0.6262 0.6287 7.6000 -0.010 0.002 -0.034 0.514
H -1.7310 1.2749 6.3812 0.033 -0.011 0.003 0.337
H -0.1660 2.0407 6.6644 0.009 -0.011 -0.014 0.314
H 1.5656 -0.4269 6.8420 -0.010 0.003 -0.049 0.466
H 2.5759 -1.9368 5.1622 -0.066 0.020 0.000 0.513
H -0.4982 -0.9053 2.3721 -0.037 -0.067 -0.038 0.059
H -1.5489 0.5539 4.0873 0.029 -0.027 -0.013 0.446
H -0.1199 -3.9869 3.9626 -0.026 -0.009 -0.036 0.576
H -2.1372 -5.3306 4.2796 0.007 0.020 -0.066 0.439
H -3.5182 -6.0197 2.3403 0.056 0.034 -0.003 0.459
H -3.8349 -6.0742 -0.2098 0.051 0.024 -0.005 0.440
H -2.9597 -5.3220 -2.4615 -0.010 -0.015 0.048 0.409
H -1.0755 -3.7661 -2.5794 0.078 0.035 0.029 0.496
N 1.6053 -0.3978 -0.2653 0.388 0.072 0.482 0.638
S 2.0060 0.8279 -0.9310 -0.017 -0.024 -0.414 1.394
N 0.8739 1.8190 -1.6217 0.267 0.164 -0.036 0.367
S -0.4174 2.1384 -0.8342 0.167 -0.144 0.050 1.428
N -1.3275 0.9775 -0.3758 -0.517 0.109 -0.352 0.127
S -1.6428 -0.2638 -1.4312 0.258 -0.108 -0.167 2.883
N -0.5382 -1.1406 -1.8491 0.040 0.091 -0.084 -1.138
C -2.3695 0.4363 -2.8941 -0.083 -0.033 0.034 -0.116
C -3.6484 0.9693 -2.8715 -0.074 0.149 0.050 -0.555
C -4.1774 1.4863 -4.0442 -0.023 0.042 0.034 -0.875
C -3.4301 1.4591 -5.2152 0.011 0.008 -0.016 -0.679
C -2.1572 0.9028 -5.2255 0.028 -0.002 0.028 -0.911
C -1.6186 0.3781 -4.0590 -0.037 0.024 -0.007 -0.190
C -2.9842 -1.0042 -0.5607 -0.188 0.156 0.188 0.242
C -3.7234 -1.9244 -1.2934 0.033 -0.038 0.097 -0.401
C -4.7311 -2.6228 -0.6495 -0.072 -0.020 -0.032 -0.767
C -4.9799 -2.4059 0.6978 -0.003 -0.015 0.041 -0.727
C -4.2354 -1.4786 1.4169 -0.006 0.001 0.000 -0.769
C -3.2339 -0.7567 0.7880 0.091 -0.134 -0.177 -0.311
C -0.1339 3.0287 0.6578 -0.003 0.104 -0.093 0.169
C -0.3474 2.4004 1.8654 0.037 -0.087 0.301 0.707
C -0.0612 3.0957 3.0328 -0.040 -0.069 0.014 -0.458
C 0.4206 4.3919 2.9659 0.046 0.081 0.010 -0.840
C 0.6310 5.0085 1.7357 0.010 0.007 -0.042 -0.886
C 0.3593 4.3259 0.5635 0.014 -0.004 0.126 -1.018
C -1.2264 3.3254 -1.8571 -0.006 -0.062 0.131 0.261
C -2.4584 3.7765 -1.4072 -0.131 0.085 -0.008 -0.733
C -3.0899 4.7804 -2.1201 -0.055 -0.048 0.064 -0.906
C -2.4879 5.3088 -3.2574 -0.072 0.050 -0.021 -0.617
C -1.2577 4.8402 -3.6889 0.110 -0.068 -0.014 -0.873
C -0.6061 3.8384 -2.9780 0.078 0.033 -0.284 0.075
C 2.9075 1.9171 0.1427 -0.001 0.168 -0.063 0.215
C 3.3661 3.1485 -0.3193 0.009 -0.020 -0.006 -0.475
C 4.0692 3.9623 0.5515 -0.031 -0.021 -0.050 -0.848
C 4.2995 3.5424 1.8599 -0.017 0.012 0.013 -0.667
C 3.8366 2.3112 2.2977 -0.009 -0.001 0.065 -0.718
C 3.1296 1.4810 1.4347 0.126 0.011 0.010 -0.445
C 3.0781 0.6932 -2.3558 0.049 0.178 -0.102 -0.213
C 4.4506 0.6234 -2.1394 -0.128 -0.104 -0.024 -0.205
C 5.2968 0.4834 -3.2304 0.045 -0.026 0.035 -0.906
C 4.7714 0.4115 -4.5126 -0.018 -0.025 -0.031 -0.706
C 3.3961 0.4553 -4.7144 0.013 -0.022 -0.007 -0.756
C 2.5379 0.5978 -3.6360 0.053 -0.043 0.177 -0.036
H -4.2271 0.9720 -1.9544 0.027 0.006 -0.042 0.564
H -5.1771 1.9035 -4.0454 0.049 -0.027 -0.001 0.466
H -3.8507 1.8603 -6.1293 0.020 -0.025 0.033 0.451
H -1.5900 0.8611 -6.1470 -0.017 0.000 0.034 0.499
H -0.6500 -0.1039 -4.0343 -0.024 0.004 -0.020 0.421
H -3.5030 -2.1039 -2.3382 -0.016 -0.001 0.028 0.630
H -5.3137 -3.3481 -1.2018 0.024 0.005 0.032 0.440
H -5.7573 -2.9716 1.1959 0.023 0.021 -0.012 0.412
H -4.4359 -1.3157 2.4682 0.012 -0.019 -0.029 0.462
H -2.6480 -0.0264 1.3276 -0.023 -0.004 -0.006 0.303
H -0.7051 1.3808 1.8858 0.011 0.064 0.036 -0.523
H -0.2129 2.6124 3.9897 0.029 0.042 -0.049 0.404
H 0.6413 4.9300 3.8798 -0.019 -0.006 -0.043 0.470
H 1.0063 6.0228 1.6913 0.005 -0.034 0.004 0.452
H 0.5260 4.7908 -0.3999 -0.013 0.003 0.000 0.499
H -2.9063 3.3491 -0.5162 0.003 0.040 -0.044 0.456
H -4.0502 5.1526 -1.7875 0.024 -0.006 -0.019 0.485
H -2.9851 6.0957 -3.8113 0.012 -0.030 0.031 0.441
H -0.7954 5.2566 -4.5751 -0.020 -0.023 0.039 0.507
H 0.3590 3.4530 -3.2856 -0.087 0.068 0.015 0.431
H 3.1815 3.4574 -1.3437 0.007 -0.034 0.080 0.528
H 4.4402 4.9218 0.2124 -0.011 -0.040 0.023 0.459
H 4.8472 4.1852 2.5381 0.005 -0.036 -0.019 0.434
H 4.0306 1.9802 3.3105 -0.009 0.033 -0.026 0.542
H 2.7826 0.5015 1.7363 -0.046 -0.078 0.036 0.134
H 4.8537 0.6667 -1.1348 0.007 0.061 -0.021 0.532
H 6.3679 0.4339 -3.0746 -0.072 0.004 -0.013 0.475
H 5.4378 0.3138 -5.3604 -0.033 -0.006 0.023 0.427
H 2.9924 0.3795 -5.7167 0.018 0.009 0.047 0.480
H 1.4656 0.6325 -3.7740 0.023 0.039 0.009 0.196
N 3.9799 -2.4250 -0.4995 -0.135 -0.171 -0.597 -0.075
C 4.1842 -3.6916 -0.9478 0.671 0.394 0.121 -0.741
C 2.6534 -4.5001 -1.4504 -0.593 -0.398 -0.035 0.647
O 2.8733 -5.6754 -1.4352 0.077 0.103 -0.044 -0.526
O 1.7499 -3.7162 -1.7262 0.421 0.249 -0.050 -0.558
H 3.5711 -1.7738 -1.1561 0.154 0.011 -0.068 0.069
H 3.6322 -2.2952 0.4524 0.121 0.029 0.086 0.460
H 4.5982 -4.3583 -0.2012 -0.133 -0.088 0.019 0.449
H 4.7038 -3.7506 -1.9024 -0.156 -0.096 -0.104 0.368
```
Positions in Å, forces in eV/Å.

Computed properties:
Calculated total energy in a.u.: -4457.33741
Lowest unoccupied orbital energy (spin up / spin down) in eV: -2.7249 / -3.6073
HOMO-LUMO gap (spin up / spin down) in Ha: 0.147 / 0.208
Total charge: +1
2S+1: 6



The calculation returns the following energy relative to the best compared isomer or geometry (same formula, charge and spin) values, one per record and in order: 72.33 41.30 2.80 75.83 kcal per mole.